Entry 1:
30
Properties=species:S:1:pos:R:3:mulliken_charge:R:1 method="wB97M-V/def2-TZVPD" homo_energy_ev="-8.60 / -8.60" e_lumo_ev="-0.62 / -0.62" orbital_gap_ev="7.984 / 7.981"
C 0.428 -2.822 -0.053 0.1254
C 2.913 -0.203 1.504 -0.9807
C 1.535 2.146 -0.014 -1.0712
C 2.550 -0.347 -1.586 -1.0405
C -2.088 1.429 0.520 -1.0811
C -2.099 -0.822 -1.585 -0.9291
C -2.260 -1.514 1.454 -0.9490
N 0.225 -0.447 0.318 0.4122
O 1.457 -3.293 0.192 -0.2585
Si 1.764 0.249 0.051 -0.0188
Si -1.474 -0.342 0.162 -0.1986
H -0.545 -3.098 -0.412 0.3708
H 3.870 0.305 1.431 0.3278
H 2.463 0.073 2.452 0.2781
H 3.110 -1.268 1.533 0.3043
H 0.886 2.476 0.792 0.3024
H 2.484 2.665 0.086 0.3561
H 1.080 2.449 -0.951 0.2723
H 3.202 0.405 -2.019 0.3659
H 3.144 -1.243 -1.432 0.3077
H 1.790 -0.585 -2.321 0.2989
H -3.171 1.488 0.474 0.3515
H -1.780 1.746 1.510 0.2984
H -1.684 2.135 -0.196 0.3026
H -1.732 -0.116 -2.322 0.2715
H -1.764 -1.808 -1.895 0.3084
H -3.184 -0.816 -1.638 0.3462
H -3.330 -1.345 1.550 0.3364
H -2.125 -2.566 1.215 0.3065
H -1.814 -1.350 2.430 0.2840

---

Entry 2:
14
Properties=species:S:1:pos:R:3:mulliken_charge:R:1 method="wB97M-V/def2-TZVPD" homo_energy_ev=-9.42 e_lumo_ev=0.68 orbital_gap_ev=10.095
C 2.275 -0.060 -0.214 0.2361
C 0.252 -1.036 0.035 0.0702
C -2.365 0.858 0.029 0.2030
H 2.843 1.825 0.942 0.3116
H 2.410 -1.232 -0.839 0.1924
H 0.478 0.958 -0.320 0.2638
H 0.927 -1.994 -0.148 0.1487
H -2.835 -1.061 0.341 0.2040
H -3.470 0.900 -0.005 0.3065
N 3.129 0.849 0.126 -0.6678
N 0.938 0.104 0.075 -0.1709
N -0.905 -1.405 0.079 -0.4456
N -2.135 -0.478 0.055 -0.0394
O -1.542 1.772 -0.155 -0.6128

---

Entry 3:
108
Properties=species:S:1:pos:R:3:lowdin_spin:R:1 method="wB97M-V/def2-TZVPD" s_squared=3.761 homo_energy_ev="-6.45 / -6.77" spin_multiplicity=4 e_lumo_ev="-0.66 / -0.67" orbital_gap_ev="5.786 / 6.101"
Co -0.370 1.401 -0.528 2.6561
C -0.031 -5.001 -3.681 0.0000
C -0.339 -3.614 -3.117 0.0002
C -1.741 -3.633 -2.507 0.0003
C -0.219 -2.611 -4.267 0.0005
N 0.656 -3.298 -2.049 0.0037
C 1.569 -4.214 -1.552 0.0011
C 2.267 -3.598 -0.586 0.0003
N 1.801 -2.308 -0.462 0.0013
B 2.459 -1.398 0.596 0.0009
N 2.886 0.006 -0.003 0.0056
C 3.971 -0.015 -0.851 0.0013
C 4.384 1.248 -1.042 0.0022
N 3.554 2.076 -0.305 0.0046
C 2.620 1.293 0.313 0.0089
S 1.267 1.769 1.265 0.0593
C 3.877 3.542 -0.241 0.0004
C 3.993 4.069 -1.675 0.0009
C 5.218 3.665 0.486 0.0002
C 2.846 4.384 0.499 0.0012
N 1.758 -1.312 1.962 0.0003
C 2.471 -0.730 2.990 0.0013
C 1.786 -0.891 4.131 0.0010
N 0.633 -1.593 3.826 0.0002
C 0.623 -1.867 2.478 0.0002
S -0.562 -2.743 1.629 0.0003
C -0.361 -2.021 4.847 0.0000
C -0.385 -3.546 4.949 0.0000
C 0.054 -1.459 6.205 0.0000
C -1.732 -1.450 4.495 0.0000
C 0.796 -2.138 -1.344 0.0108
S -0.237 -0.793 -1.532 0.0344
H -0.684 -5.170 -4.536 0.0000
H -0.226 -5.792 -2.956 0.0000
H 0.999 -5.078 -4.028 0.0000
H -2.465 -3.929 -3.268 0.0000
H -2.013 -2.653 -2.124 0.0001
H -1.784 -4.349 -1.685 0.0000
H -0.869 -2.940 -5.079 0.0000
H 0.806 -2.586 -4.642 0.0000
H -0.496 -1.604 -3.975 0.0003
H 1.651 -5.214 -1.928 0.0002
H 3.062 -3.960 0.038 0.0000
H 3.530 -1.926 0.799 0.0001
H 4.368 -0.942 -1.224 0.0001
H 5.197 1.629 -1.630 0.0002
H 4.826 3.621 -2.217 0.0000
H 4.170 5.144 -1.637 0.0000
H 3.073 3.894 -2.229 0.0006
H 6.009 3.108 -0.017 0.0000
H 5.132 3.295 1.509 0.0000
H 5.514 4.713 0.522 0.0000
H 1.877 4.363 0.008 -0.0002
H 3.223 5.409 0.487 0.0001
H 2.715 4.071 1.529 0.0010
H 3.409 -0.235 2.812 0.0004
H 2.021 -0.557 5.122 0.0000
H 0.606 -3.921 5.211 0.0000
H -0.694 -3.998 4.012 0.0000
H -1.080 -3.838 5.738 0.0000
H 1.027 -1.834 6.525 0.0000
H -0.684 -1.782 6.938 0.0000
H 0.070 -0.368 6.208 0.0000
H -2.073 -1.840 3.542 0.0000
H -1.676 -0.362 4.440 0.0000
H -2.450 -1.716 5.273 0.0000
Cl -1.353 4.798 -3.223 0.0024
C -0.698 3.374 -4.015 0.0116
C -1.116 3.132 -5.315 -0.0013
C -0.598 2.056 -6.016 0.0134
C 0.351 1.248 -5.398 -0.0008
C 0.735 1.493 -4.094 0.0091
C 0.210 2.557 -3.335 0.0079
C 0.567 2.701 -1.924 0.0574
H -1.841 3.796 -5.766 -0.0004
H -0.919 1.865 -7.032 0.0010
H 0.788 0.414 -5.934 -0.0004
H 1.450 0.839 -3.611 0.0004
H 0.422 3.716 -1.549 0.0079
H 1.606 2.411 -1.769 0.0067
N -6.302 -0.105 3.189 0.0000
C -5.241 0.617 3.632 0.0001
O -5.226 1.168 4.713 0.0003
C -4.054 0.693 2.706 0.0010
C -3.831 -0.198 1.666 0.0003
C -2.705 -0.035 0.875 0.0026
N -1.833 0.952 1.077 0.0266
C -2.026 1.782 2.104 0.0046
C -3.120 1.693 2.941 0.0006
H -7.126 -0.109 3.765 0.0000
H -6.382 -0.394 2.232 0.0000
H -4.481 -1.040 1.473 0.0001
H -2.476 -0.710 0.061 0.0001
H -1.271 2.548 2.248 0.0005
H -3.258 2.376 3.767 0.0001
Se -2.515 0.472 -3.188 0.0010
N -2.197 1.490 -1.756 0.0353
C -3.108 2.450 -1.739 0.0037
C -3.193 3.485 -0.753 0.0013
C -4.187 4.397 -0.855 -0.0002
C -5.144 4.359 -1.927 0.0001
C -5.094 3.404 -2.883 0.0002
C -4.067 2.408 -2.811 0.0014
N -3.922 1.416 -3.671 0.0031
H -2.457 3.535 0.036 0.0013
H -4.266 5.191 -0.124 0.0000
H -5.912 5.121 -1.960 0.0000
H -5.802 3.363 -3.699 0.0001

---

Entry 4:
74
Properties=species:S:1:pos:R:3:lowdin_spin:R:1 method="wB97M-V/def2-TZVPD" s_squared=3.790 total_charge=+1 homo_energy_ev="-10.48 / -10.48" spin_multiplicity=4 e_lumo_ev="-3.88 / -4.36" orbital_gap_ev="6.595 / 6.125"
Re 2.564 0.298 -1.819 2.5225
O 4.643 -3.353 -6.150 0.0157
C 4.200 -2.623 -5.132 0.0231
C 4.970 -2.365 -3.986 -0.0030
C 4.417 -1.591 -3.005 0.0217
N 3.174 -1.110 -3.130 0.0012
C 2.435 -1.316 -4.233 0.0201
C 2.911 -2.076 -5.260 -0.0034
C 1.126 -0.540 -4.199 0.0130
O 0.288 -0.691 -5.033 0.0232
O 1.073 0.318 -3.173 0.1298
C 5.107 -1.107 -1.738 0.0117
O 6.152 -1.567 -1.387 0.0192
O 4.434 -0.128 -1.133 0.1151
H 5.538 -3.682 -5.994 0.0001
H 5.979 -2.739 -3.863 -0.0003
H 2.319 -2.241 -6.150 -0.0002
Br 2.029 6.406 0.877 0.0080
C 2.103 4.656 0.230 0.0208
C 3.179 3.840 0.560 -0.0024
C 3.212 2.566 0.049 0.0244
N 2.235 2.086 -0.754 0.0362
C 1.184 2.879 -1.052 0.0268
C 1.087 4.168 -0.578 -0.0023
H 3.977 4.191 1.197 -0.0004
H 4.027 1.889 0.275 0.0010
H 0.404 2.441 -1.663 0.0012
H 0.235 4.777 -0.841 -0.0004
C -6.753 4.068 2.891 0.0000
C -5.541 3.194 3.201 0.0000
C -4.734 2.856 1.952 0.0000
C -3.484 2.046 2.273 0.0000
N -2.637 1.798 1.111 0.0001
C -2.700 0.751 0.260 0.0003
S -1.675 0.676 -1.093 0.0021
N -3.569 -0.219 0.559 0.0002
C -3.784 -1.442 -0.212 0.0000
C -4.047 -2.629 0.711 0.0000
C -2.778 -3.315 1.221 0.0000
C -1.901 -2.446 2.122 0.0000
H -7.257 4.382 3.805 0.0000
H -7.478 3.529 2.278 0.0000
H -6.455 4.966 2.345 0.0000
H -5.872 2.268 3.681 0.0000
H -4.892 3.706 3.919 0.0000
H -4.435 3.781 1.449 0.0000
H -5.358 2.300 1.244 0.0000
H -3.755 1.093 2.731 0.0000
H -2.880 2.570 3.015 0.0000
H -2.065 2.556 0.780 0.0000
H -4.198 -0.079 1.331 0.0000
H -2.892 -1.613 -0.811 0.0000
H -4.614 -1.289 -0.903 0.0000
H -4.647 -3.358 0.163 0.0000
H -4.661 -2.305 1.560 0.0000
H -2.193 -3.647 0.358 0.0000
H -3.069 -4.215 1.767 0.0000
H -1.589 -1.528 1.620 0.0000
H -0.999 -2.984 2.418 0.0000
H -2.435 -2.170 3.036 0.0000
F 4.897 -2.981 3.393 -0.0037
C 4.074 -2.515 2.444 -0.0103
C 3.894 -3.257 1.293 0.0036
C 3.033 -2.772 0.323 -0.0093
C 2.360 -1.564 0.496 0.0080
C 1.462 -1.025 -0.558 -0.0252
C 2.569 -0.846 1.673 -0.0091
C 3.427 -1.313 2.655 0.0025
H 4.426 -4.191 1.171 0.0004
H 2.876 -3.346 -0.585 -0.0001
H 0.644 -0.414 -0.175 0.0106
H 1.051 -1.785 -1.223 0.0075
H 2.039 0.090 1.824 -0.0002
H 3.592 -0.767 3.575 0.0004

---

Entry 5:
10
Properties=species:S:1:pos:R:3:mulliken_charge:R:1 method="wB97M-V/def2-TZVPD" homo_energy_ev="-8.24 / -8.05" e_lumo_ev="-0.25 / 0.24" orbital_gap_ev="7.994 / 8.286"
C -1.698 0.299 0.335 -0.1505
C -0.320 0.091 0.783 -0.2956
C 1.513 -0.099 -1.013 -0.6934
O -1.087 -0.976 0.551 -0.2709
Br 2.495 1.478 -0.590 -0.0831
I 2.272 -1.768 -0.196 0.1775
H -2.596 0.471 0.972 0.2677
H -1.605 0.577 -0.735 0.1794
H 0.076 0.136 1.758 0.3474
H 0.951 -0.210 -1.864 0.5215

---

Entry 6:
13
Properties=species:S:1:pos:R:3:mulliken_charge:R:1 method="wB97M-V/def2-TZVPD" total_charge=+1 homo_energy_ev=-13.39 e_lumo_ev=-3.64 orbital_gap_ev=9.749
C -1.642 -1.280 -0.565 -0.1289
C -1.369 0.036 -0.846 -0.3484
N -0.294 0.048 -1.679 -0.0324
C 0.195 -1.183 -1.832 -0.1391
N -0.605 -1.987 -1.146 -0.0531
H -2.335 -1.801 0.065 0.4032
H -2.011 0.827 -0.498 0.3748
H 0.229 0.872 -1.877 0.2741
H 0.987 -1.462 -2.494 0.3767
H -0.622 -2.976 -1.316 0.2731
H 2.687 3.437 5.394 0.3287
H 3.392 2.670 4.355 0.3224
O 2.638 3.290 4.430 -0.6511

---

Entry 7:
36
Properties=species:S:1:pos:R:3:mulliken_charge:R:1 method="wB97M-V/def2-TZVPD" smiles=O.O.O.O.O.O.O.O.O.O.O.O homo_energy_ev=-10.79 e_lumo_ev=-0.97 orbital_gap_ev=9.818
H 1.748 -0.395 -0.656 0.2247
H 0.334 -0.768 -0.588 0.2511
H -2.920 -1.733 1.327 0.3870
H -3.966 -0.606 1.378 0.2774
H -1.084 4.076 -1.860 0.2987
H -1.006 3.750 -0.374 0.3222
H 1.723 1.237 2.889 0.3071
H 0.970 2.501 2.578 0.2882
H 2.370 -2.027 0.862 0.2937
H 2.307 -0.483 0.849 0.2529
H -4.940 1.441 -1.610 0.3180
H -3.819 0.712 -0.946 0.2985
H 4.616 -0.963 0.155 0.3295
H 4.208 -0.436 -1.226 0.3165
H 1.894 2.843 -0.795 0.2295
H 2.232 1.740 0.236 0.3045
H 2.919 -2.501 -2.135 0.3021
H 3.428 -1.176 -2.631 0.3508
H -1.317 1.810 1.332 0.2476
H -1.278 0.920 0.123 0.2717
H -2.568 -2.574 -0.931 0.2863
H -2.445 -3.996 -1.259 0.2926
H -0.788 -3.519 0.903 0.2964
H -1.194 -2.045 1.087 0.3012
O 0.921 0.009 -0.492 -0.4299
O -3.176 -0.854 1.705 -0.5980
O -1.507 4.340 -1.050 -0.6280
O 1.784 2.018 2.340 -0.6059
O 2.404 -1.293 1.386 -0.6157
O -4.268 0.736 -1.782 -0.6397
O 4.848 -0.249 -0.436 -0.6343
O 1.448 2.207 -0.261 -0.5130
O 3.705 -1.907 -2.074 -0.6510
O -1.772 1.556 0.518 -0.5140
O -3.049 -3.371 -0.834 -0.5729
O -1.515 -2.917 1.142 -0.6456

---

Entry 8:
15
Properties=species:S:1:pos:R:3:mulliken_charge:R:1 method="wB97M-V/def2-TZVPD" total_charge=+1 homo_energy_ev=-14.69 e_lumo_ev=-3.62 orbital_gap_ev=11.073
C -1.981 0.424 -0.851 -1.3061
C -1.102 0.457 0.350 0.6245
C -1.375 1.044 1.500 -0.8370
N 0.307 -0.052 0.179 -0.2901
H -1.729 -0.428 -1.485 0.4076
H -3.023 0.344 -0.560 0.3673
H -1.973 1.352 -1.428 0.3299
H -0.958 0.917 2.489 0.3357
H -2.203 1.746 1.483 0.2570
H 0.537 -0.146 -0.814 0.3563
H 0.480 -0.981 0.581 0.3521
H 0.906 0.600 0.680 0.3906
H 4.559 -1.266 -1.053 0.3285
H 3.851 -2.446 -0.351 0.3300
O 3.705 -1.565 -0.720 -0.6464

---

Summary of relative energy (zero: lowest compared OMol25 entry of this formula, charge and spin) in kcal/mol
70.5; 118.4; 0.0; 28.8; 102.5; 13.6; 118.0; 26.1
(order as listed above)
Summary of molar mass in u
189.407; 114.108; 967.268; 822.771; 262.872; 87.102; 216.180; 76.119
(order as listed above)